No. 1
The following is a quantum chemistry calculation of C4H6OS2 in the gas phase at a distorted geometry, from the Open Molecules 2025 dataset.

Summary:
- structure (SMILES) = OCC1SC=CS1
- spin multiplicity = 1
- LUMO energy (eV) = 0.633

Positions of all 13 atoms, in Å:
O -2.6688 0.0245 0.3526
C -1.4799 -0.6826 0.5879
C -0.4660 -0.3678 -0.4753
S 1.0440 -1.3038 -0.3959
C 1.8011 -0.1133 0.7250
C 1.3084 1.1302 0.6830
S 0.0104 1.4100 -0.5374
H -3.2831 -0.4799 -0.2307
H -1.6275 -1.7630 0.7228
H -1.0104 -0.3351 1.4876
H -0.8968 -0.5615 -1.5273
H 2.6008 -0.4936 1.2735
H 1.7145 1.9398 1.2625

Atomic forces in eV per Å
-1.12 -0.31 -0.32
0.17 -0.27 -0.09
-0.65 0.21 -3.18
0.60 0.32 0.85
-1.66 0.30 -1.48
0.03 -0.78 -0.77
0.38 -0.59 1.15
0.93 0.44 0.68
0.00 0.13 -0.34
-0.23 0.32 0.88
0.47 0.20 1.54
1.17 -0.21 1.03
-0.09 0.23 0.04

***

No. 2
The following is a quantum chemistry calculation of 2 unconnected molecules or ions with the total composition C4H6OS2 at a distorted geometry, from the Open Molecules 2025 dataset.

Summary:
- spin multiplicity = 1
- LUMO energy (eV) = -2.129

Positions of all 13 atoms, in Å:
C 0.1171 -1.0607 0.2175
C 1.2849 -0.3215 -0.0141
C -0.7693 -1.2867 -1.0512
C -0.6303 1.7382 1.0457
O -0.0923 -1.6341 1.2731
S 2.1561 0.3910 -1.4038
S 2.8624 0.1872 0.6392
H -0.6551 -0.5195 -1.8242
H -1.7951 -1.3765 -0.7168
H -0.6034 -2.1783 -1.3765
H -1.2132 1.6463 0.1726
H 0.2280 2.4982 0.9412
H -0.8898 1.9163 2.0972

Atomic forces in eV per Å
-1.46 -1.41 -0.49
2.26 3.81 -0.29
-0.91 5.39 3.09
3.87 2.01 0.41
-0.18 -0.22 0.00
-0.58 -0.64 1.67
-1.43 -0.70 -0.96
-0.03 -0.22 0.21
-0.36 0.55 0.15
1.66 -5.56 -2.38
-1.03 -0.28 -0.37
-1.05 -1.42 -0.54
-0.77 -1.31 -0.49

***

Energy relative to the best compared isomer or geometry (same formula, charge and spin)? In order: 107.0 601.6 kJ/mol.